Computed, not measured: a structure of composition C20H34CaCl3F6NO2S6SbSi, with ωB97M-V with the def2-TZVPD basis set.

Properties
LUMO level (spin up / spin down) = -0.56 / -3.03 eV
HOMO level (spin up / spin down) = -6.953 / -6.953 eV
spin multiplicity = 2
orbital gap (spin up / spin down) = 6.3965 / 3.9234 eV
electronic energy = -6564.2948 hartree

Last column: Löwdin spin population.
Positions of all 75 atoms, in Å:
1 Ca -0.79 1.00 -0.49  0.00
2 C 3.07 0.11 -3.00  0.00
3 C 2.90 -1.39 -2.76  0.03
4 S 1.41 -1.76 -1.80  0.42
5 C 1.75 -3.49 -1.40  0.02
6 C 0.63 -4.09 -0.55  0.00
7 S -0.10 -2.98 0.68  0.00
8 C 1.14 -2.92 1.99  0.00
9 C 2.52 -2.40 1.60  0.04
10 S 2.41 -0.91 0.59  0.38
11 C 4.16 -0.74 0.20  0.03
12 C 4.39 0.58 -0.56  0.00
13 S 3.00 1.16 -1.54  0.00
14 H 2.26 0.48 -3.64  0.00
15 H 4.00 0.27 -3.54  0.00
16 H 3.75 -1.81 -2.23  0.00
17 H 2.81 -1.91 -3.71  0.01
18 H 2.72 -3.53 -0.89  0.00
19 H 1.85 -4.04 -2.34  0.01
20 H 0.96 -5.03 -0.10  0.00
21 H -0.22 -4.33 -1.19  0.00
22 H 1.25 -3.91 2.45  0.00
23 H 0.68 -2.25 2.72  0.00
24 H 3.11 -3.16 1.08  0.00
25 H 3.07 -2.12 2.50  0.01
26 H 4.51 -1.61 -0.36  0.01
27 H 4.70 -0.73 1.15  0.01
28 H 5.29 0.52 -1.17  0.00
29 H 4.55 1.39 0.16  0.00
30 C -4.51 -0.80 3.64  0.00
31 Si -5.43 -1.18 2.05  0.00
32 C -6.67 0.16 1.63  0.00
33 C -6.40 -2.77 2.34  0.00
34 C -4.26 -1.52 0.62  0.00
35 C -4.32 -2.71 -0.08  0.00
36 C -3.43 -2.98 -1.13  0.00
37 C -2.47 -2.05 -1.40  0.00
38 N -2.36 -0.89 -0.73  0.00
39 C -3.27 -0.58 0.21  0.00
40 S -3.22 1.01 0.91  0.00
41 H -5.13 -1.08 4.50  0.00
42 H -4.26 0.26 3.71  0.00
43 H -3.57 -1.37 3.70  0.00
44 H -7.43 0.24 2.42  0.00
45 H -7.18 -0.08 0.69  0.00
46 H -6.17 1.12 1.52  0.00
47 H -7.01 -2.66 3.24  0.00
48 H -5.74 -3.64 2.49  0.00
49 H -7.08 -3.00 1.51  0.00
50 H -5.06 -3.46 0.19  0.00
51 H -3.50 -3.90 -1.71  0.00
52 H -1.74 -2.20 -2.19  0.00
53 F 0.25 1.21 -2.54  0.00
54 Sb -0.98 1.36 -4.08  0.00
55 F -1.16 -0.51 -3.90  0.00
56 F -2.24 1.55 -2.65  0.00
57 F -2.20 1.45 -5.49  0.00
58 F -0.68 3.21 -4.08  0.00
59 F 0.53 1.07 -5.17  0.00
60 C -3.11 4.24 -0.63  0.00
61 S -1.34 4.04 -0.82  0.00
62 C -0.80 4.73 0.75  0.00
63 H -3.37 5.30 -0.61  0.00
64 H -3.46 3.74 0.27  0.00
65 H -3.58 3.77 -1.49  0.00
66 H -1.23 4.18 1.59  0.00
67 H -1.08 5.78 0.81  0.00
68 H 0.28 4.64 0.81  0.00
69 Cl 0.31 2.81 4.06  0.00
70 C 0.77 1.23 3.45  0.00
71 Cl 2.57 1.08 3.49  0.01
72 Cl 0.09 -0.04 4.47  0.00
73 C 0.35 1.07 1.94  0.00
74 O 0.56 2.04 1.20  0.00
75 O -0.12 -0.03 1.59  0.00

---

Computed, not measured: an isolated molecule of C20H34N2O3S, with ωB97M-V with the def2-TZVPD basis set.

Properties
LUMO level = 0.63 eV
SMILES = CCCOc1cc(C)c(S(=O)(=O)NC2CC(C)(C)NC(C)(C)C2)cc1C
HOMO level = -8.552 eV
orbital gap = 9.1778 eV
electronic energy = -1515.9169 hartree

Last column: natural (NBO) charge in e.
Positions of all 60 atoms, in Å:
1 C -4.24 3.78 -4.15  -0.61
2 C -3.97 4.02 -2.67  -0.43
3 C -4.30 2.78 -1.84  -0.06
4 O -3.50 1.67 -2.18  -0.50
5 C -2.20 1.61 -1.80  0.33
6 C -1.57 2.50 -0.94  -0.27
7 C -0.24 2.36 -0.59  0.04
8 C 0.42 3.32 0.35  -0.65
9 C 0.46 1.29 -1.12  -0.38
10 S 2.18 1.02 -0.73  2.32
11 O 2.94 2.22 -1.00  -0.95
12 O 2.61 -0.19 -1.37  -0.95
13 N 2.18 0.90 0.94  -0.87
14 C 1.97 -0.38 1.60  -0.04
15 C 3.16 -1.33 1.47  -0.43
16 C 2.91 -2.67 2.16  0.13
17 C 3.97 -3.68 1.67  -0.60
18 C 3.07 -2.54 3.69  -0.63
19 N 1.63 -3.20 1.74  -0.66
20 C 0.42 -2.39 1.71  0.15
21 C -0.58 -3.16 0.84  -0.60
22 C -0.22 -2.16 3.09  -0.63
23 C 0.74 -1.06 1.01  -0.43
24 C -0.15 0.39 -1.98  -0.16
25 C -1.47 0.53 -2.33  -0.06
26 C -2.15 -0.44 -3.25  -0.62
27 H -3.97 4.66 -4.74  0.21
28 H -5.30 3.57 -4.32  0.20
29 H -3.66 2.93 -4.50  0.21
30 H -4.58 4.85 -2.31  0.21
31 H -2.92 4.29 -2.54  0.21
32 H -4.22 3.00 -0.76  0.18
33 H -5.32 2.46 -2.05  0.19
34 H -2.12 3.34 -0.53  0.21
35 H -0.18 4.23 0.45  0.21
36 H 0.54 2.86 1.33  0.23
37 H 1.41 3.58 -0.03  0.25
38 H 2.99 1.39 1.29  0.41
39 H 1.79 -0.14 2.66  0.20
40 H 4.06 -0.86 1.89  0.20
41 H 3.33 -1.49 0.40  0.24
42 H 3.83 -3.86 0.60  0.22
43 H 4.97 -3.30 1.83  0.20
44 H 3.86 -4.63 2.19  0.20
45 H 2.76 -3.46 4.18  0.21
46 H 2.47 -1.73 4.09  0.20
47 H 4.11 -2.35 3.94  0.21
48 H 1.45 -4.09 2.19  0.36
49 H -1.46 -2.55 0.64  0.20
50 H -0.12 -3.43 -0.11  0.22
51 H -0.90 -4.07 1.34  0.20
52 H 0.36 -1.48 3.70  0.20
53 H -1.21 -1.73 2.96  0.21
54 H -0.32 -3.10 3.62  0.21
55 H -0.12 -0.39 1.08  0.22
56 H 0.95 -1.26 -0.03  0.23
57 H 0.45 -0.42 -2.37  0.24
58 H -2.55 0.09 -4.12  0.22
59 H -2.99 -0.91 -2.74  0.22
60 H -1.46 -1.20 -3.58  0.22

---

Computed, not measured: a cluster of 3 separate species, C20H34NO8 in total at a distorted geometry, with ωB97M-V with the def2-TZVPD basis set.

Properties
LUMO level = 2.22 eV
HOMO level = -4.722 eV
total charge = -1
orbital gap = 6.9454 eV
electronic energy = -1438.7455 hartree

Last column: natural (NBO) charge in e.
Positions of all 63 atoms, in Å:
1 C -1.62 3.23 -0.48  -0.65
2 C -1.57 2.47 -1.96  -0.42
3 C -0.80 0.99 -1.89  -0.09
4 O -1.71 -0.13 -1.58  -0.56
5 C -1.01 -1.29 -1.02  0.19
6 C 0.23 -1.74 -2.05  0.70
7 O -0.04 -2.70 -2.97  -0.74
8 O 1.58 -1.16 -2.02  -0.85
9 N -0.54 -1.20 0.39  -0.52
10 C -1.30 -0.29 1.30  -0.24
11 C -2.66 -0.86 1.98  -0.23
12 C -3.55 -1.90 1.10  -0.65
13 C -2.44 -1.51 3.51  -0.63
14 C -0.11 -2.50 1.00  -0.24
15 C 1.35 -2.14 1.98  0.15
16 C 2.79 -1.92 1.05  -0.47
17 O 1.94 -0.72 1.80  -0.53
18 H -2.50 2.81 0.17  0.21
19 H -0.58 2.97 0.04  0.21
20 H -1.63 4.40 -0.60  0.20
21 H -0.86 3.15 -2.63  0.20
22 H -2.60 2.43 -2.51  0.21
23 H -0.42 0.80 -3.01  0.20
24 H 0.10 1.12 -1.16  0.22
25 H -1.78 -2.20 -1.08  0.18
26 H -0.56 -0.04 2.21  0.23
27 H -1.56 0.78 0.85  0.23
28 H -3.36 0.09 2.18  0.21
29 H -3.84 -1.33 0.09  0.22
30 H -2.99 -2.87 0.76  0.21
31 H -4.57 -2.10 1.65  0.21
32 H -1.40 -1.19 3.94  0.22
33 H -3.35 -1.29 4.22  0.22
34 H -2.38 -2.68 3.32  0.18
35 H -0.84 -2.98 1.78  0.19
36 H 0.21 -3.34 0.26  0.25
37 H 1.45 -2.73 3.08  0.21
38 H 2.19 -2.46 0.16  0.22
39 H 3.07 -1.04 0.36  0.35
40 O 5.82 -1.49 -7.27  -0.60
41 C 5.16 -1.43 -6.24  0.79
42 O 5.16 -0.36 -5.39  -0.50
43 C 4.36 -0.67 -4.25  -0.07
44 C 3.44 -1.77 -4.69  -0.43
45 C 4.27 -2.51 -5.71  -0.53
46 H 5.03 -0.98 -3.44  0.17
47 H 3.81 0.22 -3.93  0.21
48 H 3.09 -2.40 -3.87  0.27
49 H 2.56 -1.34 -5.18  0.22
50 H 4.90 -3.28 -5.24  0.23
51 H 3.66 -2.94 -6.50  0.24
52 O -2.38 1.03 4.04  -0.57
53 C -1.70 2.04 3.96  0.80
54 O -0.45 2.08 3.41  -0.48
55 C 0.09 3.39 3.59  -0.07
56 C -1.09 4.29 3.80  -0.43
57 C -2.08 3.38 4.50  -0.53
58 H 0.76 3.37 4.46  0.18
59 H 0.67 3.67 2.70  0.20
60 H -0.85 5.19 4.36  0.22
61 H -1.50 4.59 2.83  0.21
62 H -1.93 3.39 5.58  0.23
63 H -3.11 3.63 4.24  0.24

---

Q: electronic energy of number 1 (C20H34CaCl3F6NO2S6SbSi)?
A: -6564.2948 hartree